[1]
C5H6N2O4 | wB97M-V/def2-TZVPD

Cartesian coordinates (Å):
C (-1.613, -0.940, -1.123)
C (-1.961, -0.988, 0.159)
C (-2.797, -2.112, 0.906)
C (1.469, 2.696, -1.591)
C (1.397, 1.439, -0.795)
N (1.246, 0.828, 1.539)
N (1.150, 1.578, 0.431)
O (-3.187, -1.899, 2.037)
O (1.769, 2.698, -2.788)
O (-3.065, -3.069, 0.149)
O (1.099, 3.751, -0.947)
H (-1.159, -0.073, -1.396)
H (-1.993, -1.683, -1.853)
H (1.598, 0.423, -1.329)
H (-1.378, -0.307, 0.826)
H (1.499, -0.057, 1.053)
H (0.977, 2.583, 0.677)

Computed properties:
**Total charge**: -2
**Frontier orbital gap (alpha / beta)**: 7.93 / 7.92 eV
**LUMO energy (alpha / beta)**: 6.26 / 6.26 eV
**Strongest force on any atom**: 4.40 eV/Å

Mulliken population analysis, charges in e, atoms 1 to 8: C -0.811; C -0.175; C 0.381; C 0.572; C -0.174; N -1.021; N 0.376; O -0.687

***

[2]
C74H174N6O26 | wB97M-V/def2-TZVPD

Cartesian coordinates (Å):
C (-5.136, 2.730, 1.258)
C (-5.945, 3.665, 2.209)
C (-7.504, 3.884, 1.745)
C (-8.200, 2.497, 1.782)
C (-8.210, 2.048, 3.207)
C (-6.803, 1.993, 3.937)
N (-5.972, 3.068, 3.595)
O (-4.727, 2.824, 4.168)
C (-7.222, 1.988, 5.449)
C (-6.161, 0.589, 3.700)
C (-5.350, 5.119, 2.347)
H (-4.170, 2.302, 1.526)
H (-4.985, 3.140, 0.260)
H (-5.722, 1.830, 1.072)
H (-8.128, 4.591, 2.292)
H (-7.383, 4.074, 0.679)
H (-7.864, 1.673, 1.153)
H (-9.224, 2.549, 1.412)
H (-8.678, 1.067, 3.123)
H (-8.978, 2.583, 3.766)
H (-7.352, 2.979, 5.884)
H (-7.716, 1.096, 5.834)
H (-6.315, 1.942, 6.053)
H (-5.156, 0.622, 4.120)
H (-6.683, -0.161, 4.294)
H (-5.827, 0.469, 2.669)
H (-6.149, 5.802, 2.634)
H (-5.150, 5.532, 1.358)
H (-4.562, 5.227, 3.093)
H (-4.266, 2.482, 3.398)
C (-3.653, -8.631, -4.303)
C (-4.557, -7.341, -4.255)
C (-4.084, -6.597, -2.960)
C (-2.808, -5.700, -3.199)
C (-2.845, -4.844, -4.467)
C (-3.333, -5.630, -5.724)
N (-4.466, -6.539, -5.437)
O (-4.870, -7.237, -6.564)
C (-3.767, -4.534, -6.815)
C (-2.143, -6.454, -6.291)
C (-6.060, -7.821, -4.114)
H (-3.999, -9.157, -5.193)
H (-3.856, -9.349, -3.509)
H (-2.580, -8.467, -4.409)
H (-4.937, -5.973, -2.695)
H (-3.892, -7.180, -2.059)
H (-2.043, -6.471, -3.116)
H (-2.725, -5.004, -2.364)
H (-1.887, -4.365, -4.670)
H (-3.582, -4.060, -4.296)
H (-4.571, -3.865, -6.508)
H (-2.912, -3.926, -7.107)
H (-3.971, -5.058, -7.749)
H (-1.457, -5.681, -6.637)
H (-1.465, -6.972, -5.613)
H (-2.382, -7.120, -7.120)
H (-6.254, -8.688, -4.746)
H (-6.737, -7.063, -4.507)
H (-6.408, -7.937, -3.088)
H (-5.727, -6.837, -6.729)
C (-2.288, -3.982, 5.923)
C (-2.712, -2.517, 6.219)
C (-4.195, -2.518, 6.261)
C (-4.860, -1.232, 6.931)
C (-4.380, -1.132, 8.373)
C (-2.807, -0.890, 8.420)
N (-2.189, -2.003, 7.567)
O (-0.770, -1.920, 7.604)
C (-2.363, 0.468, 7.825)
C (-2.256, -1.100, 9.894)
C (-2.305, -1.667, 5.039)
H (-2.828, -4.742, 6.487)
H (-1.284, -4.011, 6.346)
H (-2.099, -4.311, 4.902)
H (-4.580, -2.464, 5.243)
H (-4.654, -3.326, 6.831)
H (-5.915, -1.107, 6.689)
H (-4.612, -0.381, 6.297)
H (-4.524, -2.107, 8.837)
H (-5.013, -0.453, 8.943)
H (-3.052, 1.258, 8.123)
H (-1.403, 0.902, 8.104)
H (-2.339, 0.527, 6.737)
H (-2.404, -0.186, 10.470)
H (-2.791, -1.908, 10.393)
H (-1.178, -1.259, 9.930)
H (-2.410, -2.226, 4.110)
H (-1.231, -1.485, 5.081)
H (-2.786, -0.689, 5.025)
H (-0.579, -2.145, 8.518)
C (1.569, 7.334, -2.625)
C (2.406, 6.580, -3.810)
C (1.955, 7.031, -5.254)
C (2.471, 8.400, -5.686)
C (4.014, 8.191, -5.673)
C (4.612, 7.766, -4.334)
N (3.829, 6.649, -3.719)
O (4.350, 6.215, -2.484)
C (6.053, 7.247, -4.647)
C (4.678, 9.079, -3.487)
C (1.913, 5.076, -3.793)
H (2.026, 8.299, -2.405)
H (1.555, 6.587, -1.832)
H (0.495, 7.353, -2.811)
H (2.259, 6.166, -5.843)
H (0.869, 6.930, -5.274)
H (2.050, 8.992, -4.874)
H (2.100, 8.733, -6.656)
H (4.448, 9.024, -6.226)
H (4.180, 7.300, -6.278)
H (6.499, 6.745, -3.789)
H (6.134, 6.613, -5.530)
H (6.628, 8.127, -4.936)
H (3.661, 9.391, -3.247)
H (5.045, 8.695, -2.535)
H (5.352, 9.792, -3.962)
H (2.352, 4.382, -4.509)
H (0.826, 4.988, -3.785)
H (2.241, 4.673, -2.834)
H (4.204, 6.950, -1.884)
C (-2.836, 0.982, -4.352)
C (-4.164, 0.343, -3.788)
C (-4.154, -1.138, -4.416)
C (-5.296, -2.092, -3.822)
C (-5.001, -2.225, -2.403)
C (-5.038, -0.858, -1.664)
N (-4.157, 0.188, -2.373)
O (-4.120, 1.441, -1.722)
C (-6.417, -0.465, -1.460)
C (-4.406, -1.198, -0.294)
C (-5.400, 1.161, -4.322)
H (-2.843, 0.921, -5.441)
H (-1.830, 0.609, -4.161)
H (-2.831, 2.061, -4.197)
H (-4.405, -1.155, -5.477)
H (-3.176, -1.618, -4.396)
H (-5.372, -2.961, -4.477)
H (-6.251, -1.629, -4.067)
H (-4.089, -2.779, -2.181)
H (-5.712, -2.827, -1.836)
H (-6.535, 0.530, -1.030)
H (-7.030, -0.342, -2.354)
H (-6.850, -1.045, -0.645)
H (-4.901, -2.137, -0.048)
H (-3.339, -1.286, -0.498)
H (-4.468, -0.331, 0.365)
H (-5.752, 2.090, -3.873)
H (-6.247, 0.476, -4.315)
H (-5.312, 1.378, -5.387)
H (-4.969, 1.833, -1.938)
C (5.663, -8.740, -1.847)
C (5.300, -8.038, -0.523)
C (6.615, -7.323, -0.127)
C (6.539, -6.355, 1.032)
C (5.446, -5.264, 0.684)
C (4.088, -5.948, 0.263)
N (4.294, -6.925, -0.794)
O (3.073, -7.380, -1.269)
C (3.313, -6.432, 1.584)
C (3.365, -4.689, -0.383)
C (4.849, -9.134, 0.502)
H (4.873, -9.442, -2.116)
H (6.561, -9.273, -1.537)
H (5.942, -8.050, -2.643)
H (7.542, -7.887, -0.020)
H (6.871, -6.695, -0.981)
H (7.459, -5.778, 1.123)
H (6.298, -6.783, 2.005)
H (5.847, -4.690, -0.151)
H (5.245, -4.595, 1.521)
H (2.560, -7.191, 1.372)
H (4.086, -6.794, 2.261)
H (2.749, -5.534, 1.840)
H (2.364, -4.970, -0.712)
H (3.391, -3.764, 0.192)
H (3.856, -4.421, -1.319)
H (4.357, -8.788, 1.411)
H (5.657, -9.727, 0.929)
H (4.213, -9.926, 0.107)
H (2.760, -6.660, -1.823)
C (7.251, 1.635, 4.634)
C (6.787, 1.929, 6.131)
O (5.996, 0.939, 6.803)
O (6.073, 1.723, 3.800)
H (7.668, 0.637, 4.771)
H (7.995, 2.375, 4.341)
H (6.373, 2.937, 6.160)
H (7.743, 1.908, 6.655)
H (5.932, 1.201, 7.725)
H (5.965, 0.869, 3.374)
C (2.042, 1.139, -6.649)
C (0.961, 0.924, -5.535)
O (1.444, -0.196, -4.819)
O (3.019, 2.105, -6.120)
H (1.698, 1.494, -7.620)
H (2.622, 0.234, -6.831)
H (0.041, 0.554, -5.988)
H (0.834, 1.824, -4.934)
H (2.325, -0.030, -4.475)
H (3.219, 2.554, -6.944)
C (2.958, 0.291, 4.850)
C (1.554, 0.275, 4.215)
O (1.505, 1.013, 2.993)
O (3.297, 1.521, 5.354)
H (3.643, -0.187, 4.150)
H (2.788, -0.515, 5.564)
H (0.989, 0.931, 4.879)
H (1.072, -0.684, 4.025)
H (2.209, 1.666, 2.985)
H (4.137, 1.363, 5.792)
C (-1.326, 6.369, 4.875)
C (-1.460, 4.896, 4.514)
O (-0.418, 4.139, 3.892)
O (-0.413, 6.466, 5.993)
H (-2.250, 6.808, 5.252)
H (-0.911, 6.927, 4.035)
H (-2.336, 4.963, 3.869)
H (-1.813, 4.303, 5.358)
H (0.055, 3.568, 4.500)
H (0.428, 6.084, 5.731)
C (0.345, -0.137, -0.069)
C (0.130, -0.025, -1.618)
O (-0.542, 1.195, -1.830)
O (1.611, 0.217, 0.444)
H (0.088, -1.176, 0.139)
H (-0.461, 0.290, 0.529)
H (-0.444, -0.891, -1.945)
H (1.126, 0.009, -2.059)
H (-1.496, 1.123, -1.914)
H (1.453, 0.324, 1.385)
C (4.415, 2.524, -2.279)
C (4.863, 1.192, -2.805)
O (4.015, 0.667, -3.806)
O (4.552, 3.367, -3.412)
H (4.909, 2.806, -1.349)
H (3.343, 2.567, -2.084)
H (4.906, 0.455, -2.003)
H (5.842, 1.273, -3.279)
H (3.796, 1.376, -4.416)
H (4.352, 4.273, -3.167)
C (5.635, -0.080, 1.089)
C (5.280, -1.432, 0.539)
O (6.334, -1.761, -0.481)
O (6.658, -0.256, 1.968)
H (4.819, 0.465, 1.564)
H (6.015, 0.445, 0.213)
H (4.339, -1.425, -0.011)
H (5.253, -2.130, 1.375)
H (5.966, -2.017, -1.330)
H (7.298, -0.846, 1.565)
C (2.882, 4.480, 1.945)
C (3.148, 4.552, 3.440)
O (4.474, 4.179, 3.761)
O (4.023, 5.085, 1.332)
H (1.980, 5.022, 1.663)
H (2.600, 3.524, 1.504)
H (2.402, 3.955, 3.964)
H (3.085, 5.554, 3.865)
H (4.591, 3.293, 4.111)
H (4.718, 4.622, 1.805)
C (-0.353, 3.968, -0.199)
C (-1.174, 5.019, 0.592)
O (-1.222, 6.240, -0.107)
O (-0.891, 3.898, -1.542)
H (-0.290, 3.013, 0.324)
H (0.656, 4.361, -0.323)
H (-0.787, 5.134, 1.604)
H (-2.162, 4.566, 0.663)
H (-1.435, 5.957, -0.999)
H (-0.385, 3.211, -1.983)
C (5.809, -2.566, -3.718)
C (6.986, -3.351, -3.000)
O (7.978, -2.276, -2.773)
O (4.874, -2.110, -2.769)
H (5.270, -3.262, -4.361)
H (6.125, -1.706, -4.309)
H (7.477, -4.048, -3.679)
H (6.719, -3.865, -2.077)
H (7.621, -1.640, -2.148)
H (4.451, -1.287, -3.026)

Computed properties:
**Frontier orbital gap**: 8.27 eV
**LUMO energy**: 0.25 eV
**Strongest force on any atom**: 4.46 eV/Å

Mulliken population analysis, charges in e, atoms 1 to 8: C -1.380; C 1.640; C -1.167; C -0.010; C -1.569; C 2.137; N -0.145; O -0.215

***

[3]
C20H20CdN6O6 | wB97M-V/def2-TZVPD

Cartesian coordinates (Å):
Cd (0.117, 0.044, -0.308)
N (2.731, -2.150, -0.299)
O (3.866, -1.830, -0.668)
O (1.791, -1.299, -0.443)
O (2.514, -3.273, 0.181)
N (-2.548, 2.133, -0.429)
O (-2.775, 2.871, 0.551)
O (-1.453, 1.476, -0.401)
O (-3.306, 1.968, -1.400)
N (-1.416, -1.500, -0.630)
C (-1.127, -2.801, -0.870)
C (-1.999, -3.825, -0.677)
C (-3.321, -3.630, -0.326)
C (-3.674, -2.306, -0.055)
C (-2.709, -1.304, -0.287)
H (-0.078, -2.987, -1.070)
H (-1.557, -4.809, -0.769)
H (-3.993, -4.468, -0.213)
H (-4.660, -2.019, 0.276)
H (-3.138, -0.339, -0.052)
N (-0.474, -0.452, 1.875)
C (-0.468, -1.645, 2.487)
C (-0.507, -1.888, 3.845)
C (-0.602, -0.789, 4.692)
C (-0.849, 0.453, 4.075)
C (-0.636, 0.580, 2.720)
H (-0.397, -2.490, 1.810)
H (-0.348, -2.826, 4.358)
H (-0.448, -1.011, 5.739)
H (-1.058, 1.314, 4.694)
H (-0.662, 1.586, 2.318)
N (1.398, 1.642, 0.401)
C (1.045, 2.960, 0.323)
C (1.634, 3.968, 1.023)
C (2.699, 3.678, 1.869)
C (3.161, 2.382, 1.909)
C (2.528, 1.418, 1.139)
H (0.100, 3.172, -0.161)
H (1.288, 4.991, 0.980)
H (3.108, 4.480, 2.469)
H (4.073, 2.148, 2.441)
H (3.000, 0.446, 1.069)
N (0.366, 0.520, -2.431)
C (1.356, 1.307, -2.923)
C (1.854, 1.320, -4.217)
C (1.177, 0.503, -5.131)
C (0.114, -0.265, -4.707)
C (-0.230, -0.240, -3.372)
H (1.843, 2.031, -2.280)
H (2.733, 1.852, -4.544)
H (1.555, 0.506, -6.145)
H (-0.461, -0.891, -5.373)
H (-1.156, -0.712, -3.067)

Computed properties:
**Frontier orbital gap**: 8.80 eV
**LUMO energy**: 0.03 eV
**Strongest force on any atom**: 3.87 eV/Å

Mulliken population analysis, charges in e, atoms 1 to 8: Cd 1.603; N 0.570; O -0.600; O -0.377; O -0.597; N 0.500; O -0.620; O -0.189

***

[4]
H80O40 | wB97M-V/def2-TZVPD

Cartesian coordinates (Å):
H (1.690, -0.256, -5.635)
H (0.540, -1.222, -5.273)
O (0.693, -0.311, -5.339)
H (5.458, -1.870, 3.534)
H (4.373, -2.703, 3.464)
O (5.288, -2.660, 3.747)
H (-0.855, 1.286, 2.908)
H (-0.344, 0.241, 1.835)
O (-1.052, 0.993, 2.083)
H (-3.213, -4.137, 2.880)
H (-3.009, -3.059, 1.956)
O (-2.529, -3.841, 2.273)
H (-4.684, -4.159, -0.252)
H (-5.068, -4.286, 1.268)
O (-4.340, -4.264, 0.623)
H (0.629, -1.746, -1.893)
O (0.245, -0.904, -1.529)
H (-3.105, 2.202, -4.386)
O (-3.132, 3.081, -4.531)
H (-0.951, -5.761, -0.647)
H (-2.028, -4.875, 0.327)
O (-1.246, -4.734, -0.280)
H (2.734, -1.082, 1.885)
H (4.134, -1.217, 1.336)
O (3.498, -1.649, 1.908)
H (-1.089, -2.340, 0.922)
H (-1.877, -1.857, 1.988)
O (-1.447, -1.591, 1.282)
H (3.529, 1.744, -3.468)
H (3.557, 1.275, -4.970)
O (4.020, 1.296, -4.035)
H (-4.335, 3.560, -0.819)
O (-4.721, 3.642, 0.175)
H (-0.222, 3.540, -1.794)
H (0.666, 4.552, -2.730)
O (-0.156, 4.085, -2.545)
H (4.589, 1.425, 1.011)
H (3.843, 1.115, 2.181)
O (3.869, 1.614, 1.353)
H (1.494, -4.837, -1.722)
H (1.178, -5.861, -0.517)
O (0.908, -5.293, -1.256)
H (2.081, 5.324, 2.038)
H (0.655, 4.494, 2.125)
O (1.377, 4.687, 1.666)
H (-3.316, 5.597, -0.531)
H (-3.225, 5.411, 0.961)
O (-3.461, 5.924, 0.273)
H (-3.433, -1.667, -4.647)
H (-3.027, -2.831, -3.775)
O (-3.620, -2.133, -3.745)
H (-2.689, -3.626, -2.744)
O (-3.212, -4.345, -2.157)
H (3.260, -2.200, -3.522)
H (2.425, -3.047, -2.543)
O (2.399, -2.264, -3.192)
H (2.311, -3.901, -0.101)
O (2.267, -3.143, -0.838)
H (2.540, 2.277, 3.468)
H (2.777, 1.969, 4.735)
O (2.967, 1.559, 3.814)
H (-3.957, -0.377, -1.409)
H (-5.518, -0.930, -1.192)
O (-4.662, -1.038, -0.925)
H (6.834, 1.263, -0.140)
H (5.970, 2.325, -0.800)
O (6.624, 2.214, -0.091)
H (-0.278, -3.444, -3.718)
H (-0.959, -3.534, -2.466)
O (-1.072, -3.121, -3.357)
H (-1.991, 2.792, 0.896)
H (-1.976, 3.896, -0.222)
O (-2.172, 3.822, 0.758)
H (0.255, 0.744, -3.042)
H (0.527, 1.587, -1.720)
O (0.203, 1.603, -2.667)
H (-1.443, 0.785, 5.196)
H (-2.451, 1.823, 4.594)
O (-1.534, 1.532, 4.795)
H (-1.320, 1.831, -2.320)
H (-2.608, 2.183, -2.986)
O (-2.306, 1.695, -2.256)
H (2.335, -2.611, 6.195)
H (1.240, -1.820, 5.692)
O (1.544, -2.686, 5.600)
H (2.291, 3.342, -1.139)
H (1.515, 3.574, 0.121)
O (1.390, 3.166, -0.729)
H (-1.652, 4.371, 3.454)
O (-2.471, 3.853, 3.158)
H (0.629, 0.792, 3.858)
H (1.484, -0.245, 4.328)
O (0.755, 0.262, 4.817)
H (-3.632, -3.845, -1.476)
H (-0.737, -1.032, -1.348)
H (2.215, -2.319, -0.438)
H (-2.379, 3.460, -3.843)
H (-4.300, 2.827, 0.508)
H (-2.772, 4.079, 2.326)
O (0.649, -4.308, 1.345)
H (0.020, -4.205, 0.674)
H (0.094, -4.351, 2.174)
O (4.227, 4.192, 1.179)
H (4.180, 3.251, 1.395)
H (4.452, 4.126, 0.273)
O (-3.677, 0.115, 1.850)
H (-3.179, 0.988, 1.902)
H (-2.924, -0.523, 1.777)
O (5.318, 0.138, -1.346)
H (4.952, 0.495, -0.612)
H (4.760, -0.065, -2.035)
O (1.441, -0.269, 0.837)
H (1.243, -1.064, 0.303)
H (0.739, 0.421, 0.578)
O (1.522, 2.886, -4.512)
H (0.910, 2.479, -3.890)
H (1.746, 2.268, -5.330)
O (-5.592, -2.516, 2.287)
H (-5.825, -2.141, 3.060)
H (-5.288, -1.952, 1.479)

Computed properties:
**Total charge**: +1
**Frontier orbital gap (alpha / beta)**: 8.24 / 1.95 eV
**LUMO energy (alpha / beta)**: -3.98 / -10.27 eV
**Strongest force on any atom**: 12.57 eV/Å
**Spin multiplicity**: 2

Mulliken population analysis, charges in e, atoms 1 to 8: H 0.303; H 0.227; O -0.543; H 0.236; H 0.354; O -0.585; H 0.084; H 0.023

***

Here are the calculated relative energy (zero: lowest compared OMol25 entry of this formula, charge and spin) numbers, same order: 0.00 339.95 141.85 1578.12 (kJ/mol).